This record from OMol25 describes a structure of composition C48H54F5Ge2N5OTe2V. The level of theory is wB97M-V/def2-TZVPD.

Element x y z (Å)
Ge: -2.643 -2.150 -0.502
H: -2.458 -4.550 2.679
H: -0.208 -0.900 5.254
C: 2.009 3.350 -3.560
H: 1.293 6.620 2.181
H: -2.483 3.022 -4.152
C: 5.482 -5.293 0.985
C: 0.374 -5.233 -0.977
H: -8.763 -0.645 -0.795
H: -0.875 -7.339 -3.322
H: -4.929 0.811 0.645
H: -3.712 4.308 -4.121
C: 2.092 1.957 -1.591
H: -1.108 -3.335 1.034
C: 0.963 5.601 2.347
H: 2.671 -1.331 1.355
F: -0.606 1.300 -3.743
F: -1.984 2.985 -1.627
C: 0.722 3.330 1.463
H: -2.029 4.673 -3.699
C: -7.921 -1.284 -0.559
H: 4.552 -5.075 2.907
C: 5.340 -5.110 -0.383
H: -3.344 4.466 -1.589
H: -1.448 -8.633 -1.293
C: -0.618 -6.957 -2.342
V: 0.050 0.661 0.323
C: 0.046 -5.965 0.161
H: -1.776 -3.353 -2.449
C: 0.047 3.920 3.729
H: -6.496 0.296 -0.761
H: -0.870 6.097 5.108
H: -0.849 -7.749 0.939
C: -0.066 1.138 4.454
Ge: -2.362 1.259 0.528
H: -2.091 -2.160 1.896
C: 2.941 -0.698 0.526
Te: -0.669 0.197 -2.160
H: -3.929 2.860 -2.113
Te: 1.350 -3.359 -0.834
H: -3.363 -5.187 -2.882
H: 3.048 1.479 -3.432
C: -4.429 3.373 1.317
H: 0.822 5.118 -3.348
C: 2.452 2.212 -2.904
H: 0.861 6.221 5.408
N: 0.784 2.444 0.402
C: -2.136 -3.001 1.196
H: 6.144 -5.387 -1.053
C: 4.168 -4.574 -0.898
H: -0.112 1.805 5.293
C: 3.123 -4.215 -0.049
H: -3.945 -3.795 2.130
H: -2.331 3.764 0.907
H: 5.051 -1.178 0.009
C: -4.173 -0.962 -0.125
C: 0.273 2.951 2.755
H: -4.516 -4.558 -1.717
H: 4.062 -4.432 -1.966
F: -1.212 -1.141 -3.384
C: 0.092 -0.560 3.070
H: -3.313 -2.645 -2.851
C: 1.227 2.817 -0.886
C: 0.798 3.961 -1.557
H: -2.968 -5.221 -1.174
H: -4.918 -3.568 0.177
C: 0.353 5.257 3.546
H: 0.134 -1.523 2.585
C: -3.453 -4.625 -1.950
H: 2.475 -4.110 1.995
C: 3.955 0.390 -1.087
H: -3.106 -4.957 1.100
C: 2.350 3.580 -5.005
C: -2.955 2.975 1.337
C: -4.025 0.291 0.331
N: 0.102 1.588 3.181
C: -3.121 3.589 -2.198
H: 1.630 4.969 0.434
C: 3.277 -4.395 1.323
C: -5.536 -1.550 -0.231
C: 4.157 -0.604 -0.157
C: -7.032 -3.447 -0.041
H: -4.584 4.340 1.803
H: 2.139 4.607 -5.300
N: 2.053 0.153 0.027
H: 0.102 4.623 -1.063
H: 0.290 -5.176 -3.121
C: -6.644 -0.750 -0.527
C: -2.815 3.921 -3.633
H: 0.096 7.280 4.227
H: -9.123 -3.048 -0.310
C: -0.601 -7.187 0.048
N: 2.687 0.823 -0.958
H: 4.616 0.821 -1.818
H: -2.613 2.890 2.378
H: -5.052 2.650 1.845
N: 0.193 0.545 2.343
C: -0.089 -0.232 4.420
C: -8.123 -2.634 -0.300
H: -4.818 3.453 0.300
C: 1.144 4.666 1.349
H: 3.403 3.375 -5.203
H: -0.382 3.626 4.676
F: -2.594 0.499 -2.246
C: 4.448 -4.936 1.838
F: 1.035 -0.590 -2.747
C: -0.937 -7.683 -1.205
C: -5.753 -2.910 -0.022
H: 0.305 -5.584 1.143
C: 1.191 4.226 -2.856
C: 0.095 6.267 4.630
C: 0.035 -5.736 -2.229
H: 1.758 2.919 -5.641
C: -2.804 -3.250 -2.099
H: 6.396 -5.712 1.386
H: -7.171 -4.504 0.147
O: -1.083 -1.199 -0.719
C: -2.961 -4.135 1.803

Calculated values
* M: 1263.3 g mol⁻¹
* HOMO-LUMO gap (alpha / beta): 7.13 / 6.16 eV
* multiplicity: 2

---

This record from OMol25 describes a structure of composition C48H55N5O4RuSSe. The level of theory is wB97M-V/def2-TZVPD.

Element x y z (Å)
C: -3.167 -2.268 -4.925
H: 2.805 -5.190 -0.191
C: -1.238 1.277 4.670
H: 0.351 7.191 -0.191
H: 1.045 6.056 2.572
C: 1.723 0.933 -1.491
H: -4.427 -2.470 -6.634
C: 0.310 4.261 -0.210
C: -0.252 -1.212 -5.268
C: 1.006 5.301 -1.043
H: 2.634 -3.270 -1.233
H: -0.617 -4.630 4.347
C: -0.751 -0.651 -4.106
C: -5.149 -0.638 -3.890
H: -6.181 -0.978 -5.734
C: 3.541 1.451 -3.315
H: 2.236 -5.506 3.657
H: -0.977 6.440 1.130
C: 0.810 -0.505 6.867
C: -0.716 0.070 5.001
H: -1.225 1.145 -3.044
N: 0.925 -2.017 1.377
H: -1.900 5.344 2.143
C: -0.861 3.055 1.313
C: 2.945 -0.813 -2.272
H: 0.239 -6.003 5.066
C: 1.565 -2.920 0.578
S: -1.375 -1.879 -2.849
C: 1.387 -3.843 2.630
H: -3.922 -0.458 -2.149
C: -0.105 0.966 -6.244
C: 3.085 -2.401 -4.187
H: 4.530 1.021 -3.496
C: 0.060 -0.405 -6.346
C: 2.857 1.689 -4.659
C: -0.480 4.365 0.935
H: 1.968 4.884 -1.356
H: -0.128 -2.284 -5.321
H: 1.815 6.530 0.539
C: 0.317 -1.801 3.720
Ru: -0.146 -0.570 0.572
H: -0.644 2.600 -4.977
H: 2.626 -1.662 -4.843
H: 1.751 -7.360 0.187
H: -0.971 -1.598 6.322
C: 2.765 0.533 -2.422
H: 0.419 5.460 -1.955
H: 0.125 1.598 -7.092
C: 1.814 -4.105 1.337
C: 1.329 -6.482 0.678
O: -1.053 1.091 0.033
N: -0.405 2.205 0.351
H: 1.471 -1.063 6.208
H: 0.262 -2.349 4.650
C: 1.488 -4.727 3.832
H: 0.479 -6.128 0.097
H: -5.921 -0.001 -3.485
C: -0.545 1.526 -5.054
H: -3.846 2.815 6.319
H: -2.390 -2.906 -5.318
N: -0.262 0.404 2.771
H: 1.148 0.529 6.895
C: 0.831 -2.523 2.625
H: 4.287 -2.463 -2.402
O: -1.943 -1.166 1.379
C: 2.084 -2.529 -0.669
H: 0.118 4.945 3.570
H: 3.199 -5.733 1.441
C: 0.378 2.880 -0.548
H: 1.888 2.155 -4.512
C: -0.632 -0.558 6.356
H: -0.316 6.662 3.521
O: -4.219 -0.157 2.385
O: -3.779 -0.052 -0.185
H: 1.872 7.270 -1.070
C: 1.243 2.238 -1.457
C: -3.010 -1.673 -3.684
C: -0.899 5.548 1.752
H: 2.291 -3.028 -3.785
H: 0.969 -6.781 1.659
C: 3.850 -1.705 -3.056
C: -1.878 2.266 5.595
C: 2.386 -5.378 0.799
H: -3.847 1.960 4.759
H: 2.697 0.748 -5.178
H: 3.694 2.412 -2.815
H: -1.702 3.281 5.230
H: -3.560 1.072 6.246
C: -1.343 2.616 2.567
H: -1.403 2.193 6.579
N: 1.384 -0.156 -0.728
H: 4.666 -1.117 -3.486
N: -1.419 -1.348 -1.405
H: -1.284 -0.020 7.049
C: -5.297 -1.191 -5.149
H: 3.760 -3.022 -4.778
C: 0.148 -5.383 4.174
C: 2.091 -1.242 -1.193
H: 0.420 -0.846 -7.265
C: -0.873 0.719 -3.974
H: 0.888 -0.921 7.870
C: 1.274 6.656 -0.395
Se: -3.060 0.111 1.277
C: -4.312 -2.021 -5.658
C: -3.381 2.017 5.739
C: -0.163 -0.504 3.776
H: -0.185 -6.003 3.347
H: 3.464 2.336 -5.290
H: -2.183 -0.710 -1.165
H: -1.937 3.326 3.125
C: -4.006 -0.880 -3.143
C: 0.045 5.821 2.928
H: 1.824 -4.146 4.696
C: -0.980 1.464 3.242
H: 1.683 2.903 -2.187

Calculated values
* M: 978.1 g mol⁻¹
* total charge: -1
* HOMO-LUMO gap (alpha / beta): 4.23 / 4.08 eV
* multiplicity: 2

---

This record from OMol25 describes a structure of composition C48H56BiN5O7PS3Sb. The level of theory is wB97M-V/def2-TZVPD.

Element x y z (Å)
H: 5.458 1.946 0.207
C: 2.290 -0.780 -3.158
P: 3.273 -1.555 -0.802
H: 4.795 -5.582 -1.839
H: 4.590 3.067 -0.854
H: 3.044 -0.035 -3.427
H: 5.000 -3.244 -2.196
Sb: -2.209 3.190 -0.054
H: -6.948 1.225 0.202
H: 5.274 -0.589 -2.693
S: -0.242 -2.854 -0.334
H: -4.586 -2.549 -2.561
H: 1.492 -0.296 -2.589
H: -1.820 -5.031 0.679
H: 3.795 2.559 2.067
C: 3.703 -3.759 0.712
H: 2.722 -3.437 1.059
N: 2.920 -1.884 -2.391
H: 0.904 -0.886 -4.817
S: -1.909 1.863 1.802
C: -4.997 2.082 -0.009
H: 1.745 -3.572 -1.821
H: -2.106 6.448 4.135
C: -1.241 4.760 -2.575
C: -2.914 -5.198 4.689
H: -7.904 2.480 -1.705
C: 1.687 -1.484 -4.359
H: -4.107 -5.808 0.180
O: -0.242 1.743 -1.169
H: 2.467 -1.703 -5.098
C: 0.668 6.231 -2.579
H: 5.798 -5.466 -0.398
C: -2.386 -3.265 3.349
C: -3.580 7.237 1.197
N: 4.202 -0.195 -0.903
C: 3.348 2.381 3.044
H: 3.187 1.091 0.399
C: 3.637 1.118 -0.592
H: 3.644 -0.168 3.559
C: -2.666 4.992 1.121
C: -3.979 -3.113 -1.863
C: -6.865 2.616 -1.430
C: -4.501 -4.240 -1.238
O: -1.895 -1.390 1.994
H: 2.786 -2.994 3.312
H: -5.603 -4.219 2.880
C: -0.991 4.445 -1.250
C: -0.418 5.669 -3.230
O: -2.135 2.002 -2.640
O: -2.102 0.287 -0.943
H: -2.606 -5.955 5.401
H: -6.466 4.014 -3.011
C: -2.689 -2.687 -1.593
C: 5.168 -3.527 -1.157
H: 0.305 4.751 0.443
H: 2.866 1.417 -1.312
O: -0.657 0.065 -2.912
H: 5.149 1.762 -2.821
C: -2.007 -4.241 4.269
C: 3.697 -5.105 -0.002
H: 1.316 6.925 -3.101
C: -4.596 -4.223 3.282
S: -1.274 0.997 -1.985
H: -3.681 5.962 -0.509
C: -4.216 -5.193 4.198
N: -0.238 -2.233 3.376
H: 6.666 1.690 -1.921
Bi: -0.375 -0.346 0.840
H: 3.737 -5.942 0.697
H: -3.958 -2.519 2.124
C: -4.197 2.953 -0.734
H: -0.990 -4.233 4.635
H: -2.032 4.260 -3.114
C: -2.459 6.341 3.116
H: 2.786 -5.204 -0.590
C: 4.933 -5.035 -0.906
H: -0.615 5.914 -4.267
H: -4.926 -5.944 4.525
H: 2.943 -3.870 -3.113
H: -4.112 8.044 0.707
H: 3.140 -2.024 4.756
C: 2.352 -2.326 4.067
H: -1.713 4.336 2.919
H: 0.220 -2.553 -3.218
C: -1.891 -3.376 -0.675
H: -3.313 8.310 3.040
C: -2.426 -4.504 -0.048
C: -3.714 -4.935 -0.329
C: 4.858 2.022 -0.703
C: 2.220 -3.150 -2.708
C: 5.400 -0.090 -1.726
H: 1.788 6.310 -0.745
H: -4.101 4.293 -2.414
C: 0.932 5.889 -1.259
N: 4.225 -2.823 -0.288
H: 0.985 -3.566 -4.463
C: -6.331 1.916 -0.359
C: 0.100 5.003 -0.593
H: 1.581 -2.877 4.594
C: 2.627 -0.017 3.219
C: 5.609 1.422 -1.891
H: 4.385 -3.793 1.572
C: -4.725 3.639 -1.820
C: 1.772 -1.119 3.358
H: 4.143 2.094 3.734
H: 6.255 -0.557 -1.222
O: 1.133 1.701 2.570
C: 2.256 1.315 2.911
H: 6.199 -3.260 -0.901
C: -3.135 7.384 2.504
C: -3.686 -3.266 2.857
C: -1.425 -2.232 2.876
H: -5.517 -4.561 -1.442
C: -3.337 6.053 0.516
N: 0.533 -1.171 2.898
H: 2.887 3.314 3.369
C: -2.232 5.152 2.431
O: 2.154 -1.354 0.137
C: 1.155 -2.769 -3.737
H: -4.566 1.521 0.813
H: -2.287 -1.802 -2.073
C: -6.060 3.479 -2.161

Calculated values
* M: 1272.9 g mol⁻¹
* relative energy (zero: lowest compared OMol25 entry of this formula, charge and spin): 38.4 kcal per mole
* total charge: -2
* HOMO-LUMO gap: 6.03 eV
* multiplicity: 1

---

This record from OMol25 describes a cluster of 5 separate species, C48H56F6N8P in total. The level of theory is wB97M-V/def2-TZVPD.

Element x y z (Å)
H: 7.686 13.525 8.980
H: 16.708 17.715 16.284
H: 17.663 23.342 21.080
C: 9.657 12.843 28.289
H: 8.033 32.469 12.053
C: 8.142 8.872 27.498
H: 16.533 20.947 20.543
C: 16.887 20.634 19.591
F: 11.600 17.183 16.348
H: 19.536 21.204 17.762
H: 6.259 12.969 4.715
H: 7.229 5.322 26.075
H: 21.908 22.016 24.177
H: 15.413 19.144 19.154
C: 5.323 29.187 19.491
C: 5.835 16.863 12.214
C: 6.847 14.024 8.382
H: 8.647 28.549 16.499
H: 10.934 30.653 10.825
C: 17.931 19.869 17.219
H: 10.804 15.227 27.977
F: 11.005 17.985 14.347
H: 5.663 28.341 20.062
H: 20.463 20.241 20.020
H: 8.854 5.046 25.372
F: 10.717 20.021 15.155
C: 7.139 17.250 14.199
H: 9.567 13.723 25.157
H: 6.630 31.861 13.819
C: 5.414 13.600 5.005
H: 15.429 18.928 15.887
C: 9.687 7.353 25.755
C: 6.549 13.522 7.145
C: 16.009 18.419 16.668
H: 7.537 9.521 28.182
C: 7.663 28.991 16.720
H: 8.092 16.948 14.669
C: 16.263 19.744 18.741
H: 7.123 6.979 27.755
C: 10.001 15.065 27.247
C: 20.091 20.932 20.742
H: 21.631 20.587 22.343
N: 16.735 19.416 17.514
C: 20.770 21.196 21.934
C: 18.627 20.753 18.039
F: 12.693 18.927 15.464
H: 5.491 31.310 15.572
H: 4.549 16.741 10.619
C: 5.402 30.371 17.503
N: 7.012 16.658 12.853
H: 4.420 15.708 6.036
H: 6.937 12.590 6.855
H: 18.374 19.660 16.217
N: 5.683 14.140 6.339
H: 5.123 17.357 12.843
H: 10.709 9.149 25.206
C: 7.997 16.020 12.172
C: 5.386 15.799 8.024
H: 8.629 4.912 27.080
C: 7.746 15.568 10.884
H: 10.288 15.590 26.354
C: 8.248 31.579 12.580
C: 9.157 9.484 26.729
H: 19.230 23.955 22.936
C: 6.300 15.188 8.834
C: 9.596 13.056 26.007
C: 5.119 15.309 6.774
C: 5.539 16.381 10.930
H: 15.341 17.823 17.224
H: 9.382 10.993 29.148
F: 11.396 19.306 17.299
C: 8.291 5.443 26.203
H: 6.418 16.781 14.844
N: 8.641 6.849 26.416
C: 9.352 10.887 26.904
C: 7.868 7.543 27.252
C: 5.984 30.602 16.213
H: 4.268 29.121 19.393
C: 9.939 31.062 10.803
C: 21.122 22.696 23.907
H: 5.519 29.994 20.211
H: 9.365 28.686 14.752
H: 8.544 14.937 10.530
C: 9.608 29.798 12.977
H: 10.486 29.204 12.594
H: 9.104 15.534 27.652
H: 9.280 30.624 10.065
N: 9.732 13.644 27.184
H: 5.202 14.420 4.344
H: 4.566 12.997 5.001
P: 11.135 18.630 15.816
F: 9.592 18.334 16.145
H: 10.005 32.134 10.645
H: 9.740 13.352 29.261
H: 7.022 18.344 14.105
C: 8.946 29.500 14.164
C: 7.132 30.006 15.858
H: 8.887 15.830 12.735
H: 9.321 11.303 24.766
C: 7.051 28.775 17.903
C: 9.964 8.730 25.855
N: 5.913 29.413 18.212
H: 21.612 23.638 23.793
C: 9.418 11.709 25.781
C: 18.138 21.129 19.304
N: 9.283 30.834 12.187
H: 20.404 22.712 24.681
C: 7.836 30.228 14.559
C: 19.374 23.043 22.300
H: 4.493 30.883 17.825
H: 4.943 16.757 8.308
H: 10.218 6.718 25.097
C: 18.971 21.633 20.456
C: 18.532 22.712 21.228
H: 7.433 28.102 18.678
C: 9.469 11.493 28.159
C: 6.574 15.755 10.200
C: 7.487 31.272 13.702
N: 20.399 22.272 22.663

Calculated values
* M: 890.0 g mol⁻¹
* relative energy (zero: lowest compared OMol25 entry of this formula, charge and spin): 0.0 kcal per mole
* total charge: +7
* HOMO-LUMO gap: 7.78 eV
* multiplicity: 1